(1)
Entry from the OMol25 dataset: an isolated ion of composition C8H7N2O2S and charge -1 in a non-equilibrium geometry (ωB97M-V/def2-TZVPD).

Geometry (Å):
C  2.0730  -1.7505  0.6631
C  1.1147  -2.4117  1.4259
C  1.7027  -0.7407  -0.2101
C  -0.2187  -2.0280  1.4539
C  0.4228  -0.2802  -0.1060
C  -0.5780  -0.8800  0.7121
C  -0.2066  0.8507  -0.7202
C  -2.2706  2.0301  -0.1924
N  -1.6831  -0.1095  0.6942
N  -1.3725  0.9267  -0.0115
O  1.5506  2.7750  -1.3857
O  0.7571  1.1109  -3.1272
S  0.3707  2.0707  -2.0859
H  3.0593  -2.3309  0.5235
H  1.4334  -3.3882  1.9614
H  2.4028  -0.2230  -0.8584
H  -0.9709  -2.7256  2.0775
H  -2.6062  2.5626  0.7506
H  -1.7868  2.8181  -0.8195
H  -3.1939  1.7235  -0.7453

## Properties
Total charge = -1
LUMO level = 3.56 eV
E_HOMO = -0.1507 Eh

=====

(2)
Entry from the OMol25 dataset: one molecule with the formula C8H7NO in a non-equilibrium geometry (ωB97M-V/def2-TZVPD).

Geometry (Å):
C  -1.6933  0.7993  0.7435
C  -1.3428  -0.5880  0.3856
C  -0.4452  -0.9000  1.6166
C  0.3411  0.3655  1.4610
O  -0.6833  1.3405  1.4193
C  0.6288  0.2369  -0.0426
C  1.5767  0.5219  -1.0454
C  1.1145  -0.0377  -2.2231
C  -0.1407  -0.5519  -2.0242
N  -0.4007  -0.4140  -0.6689
H  -2.5795  1.4250  0.7885
H  -1.0664  -0.6666  2.5619
H  0.1089  -1.9016  1.6173
H  1.2030  0.6139  2.1712
H  2.5129  1.0627  -0.9076
H  1.6416  -0.0788  -3.2509
H  -0.7757  -1.2270  -2.6023

## Properties
Total charge = 0
LUMO level (spin up / spin down) = -0.02 / -0.83 eV
E_HOMO (spin up / spin down) = -0.2966 / -0.2711 Eh

=====

Across the entries above, energy relative to the best compared isomer or geometry (same formula, charge and spin) takes the values 215.1 486.5 kJ/mol, respectively.
Across the entries above, total energy takes the values -967.2248 -438.8287 a.u., respectively.